This record from the OMol25 dataset describes a single C6H12 molecule at a distorted geometry. The level of theory is ωB97M-V/def2-TZVPD.

Total charge: 0
SMILES string: C/C=C/C(C)C
Energy: -6415.55057 eV
Orbital gap: 10.3 eV
HOMO level: -9.05 eV

Element x y z (Å)
C (3.043, 0.103, 0.146)
C (1.590, -0.186, -0.383)
C (0.422, -0.012, 0.292)
C (-0.953, 0.011, -0.330)
C (-1.769, 1.243, -0.004)
C (-1.711, -1.238, 0.160)
H (3.673, -0.732, -0.156)
H (3.450, 0.892, -0.425)
H (3.056, 0.259, 1.223)
H (1.548, -0.465, -1.452)
H (0.437, 0.218, 1.399)
H (-0.996, -0.048, -1.415)
H (-1.358, 2.106, -0.530)
H (-1.817, 1.463, 1.095)
H (-2.840, 1.055, -0.262)
H (-1.942, -1.206, 1.252)
H (-1.085, -2.109, -0.163)
H (-2.749, -1.354, -0.447)

Forces on atoms 1 to 6 (eV/Å):
C -2.1958 -1.9237 -0.4612
C -0.1305 0.7013 0.7954
C 1.5762 0.6809 -0.2207
C -0.8860 -1.0197 0.7214
C -0.7602 0.3438 1.0744
C -1.6885 -0.8046 -1.6166

***

This record from the OMol25 dataset describes a single C2H2O2 molecule at a distorted geometry. The level of theory is ωB97M-V/def2-TZVPD.

Total charge: 0
SMILES string: O=CC=O
Energy: -6198.58689 eV
Orbital gap: 9.5 eV
HOMO level: -9.38 eV

Element x y z (Å)
C (0.826, 0.008, 0.184)
C (-0.889, -0.161, -0.314)
O (1.996, -0.225, -0.158)
O (-1.673, -0.870, 0.194)
H (0.684, 0.575, 1.044)
H (-0.944, 0.674, -0.949)

Forces on the atoms, in the same order (eV/Å):
C 1.6201 -1.9426 -1.9278
C 4.4742 -0.8241 0.9098
O -3.9931 0.1706 0.0917
O -0.5586 -0.2405 0.0484
H -0.1905 1.5117 2.2279
H -1.3522 1.3248 -1.3501

***

This record from the OMol25 dataset describes C12H28N8O2PS2Sn as an isolated structure at a distorted geometry. The level of theory is ωB97M-V/def2-TZVPD.

Total charge: +1
Energy: -65700.96426 eV
Orbital gap: 8.1 eV
HOMO level: -10.63 eV

Element x y z (Å)
Sn (1.302, -0.710, -1.227)
N (0.000, -1.076, -3.385)
C (-1.373, -0.534, -3.454)
C (-2.333, -1.061, -2.389)
N (-2.196, -0.394, -1.091)
C (-3.001, -1.061, -0.043)
C (-2.718, -2.531, 0.247)
N (-1.318, -2.754, 0.589)
C (-2.640, 0.996, -1.212)
C (-2.300, 1.820, 0.021)
N (-0.897, 1.515, 0.411)
H (0.550, -0.610, -4.103)
H (0.005, -2.065, -3.621)
H (-1.819, -0.745, -4.428)
H (-1.263, 0.546, -3.367)
H (-2.143, -2.125, -2.246)
H (-3.357, -0.945, -2.772)
H (-4.071, -0.971, -0.286)
H (-2.832, -0.521, 0.894)
H (-2.968, -3.153, -0.612)
H (-3.407, -2.821, 1.048)
H (-1.139, -3.747, 0.686)
H (-1.100, -2.342, 1.492)
H (-3.719, 1.058, -1.411)
H (-2.115, 1.448, -2.054)
H (-2.957, 1.602, 0.859)
H (-2.387, 2.878, -0.211)
H (-0.214, 2.001, -0.181)
H (-0.717, 0.517, 0.226)
S (3.317, -0.152, -2.679)
C (2.892, 1.418, -3.321)
C (3.744, 1.900, -4.365)
N (4.419, 2.269, -5.221)
C (1.846, 2.177, -2.922)
S (0.712, 1.703, -1.668)
C (1.561, 3.448, -3.504)
N (1.264, 4.460, -3.965)
N (3.642, -1.864, 3.838)
C (3.587, -0.544, 3.133)
P (1.755, -0.254, 2.875)
O (1.228, -1.533, 3.512)
O (1.446, 0.003, 1.436)
C (1.302, 1.169, 3.939)
N (-0.169, 1.271, 3.944)
H (4.161, -2.575, 3.333)
H (2.536, -2.107, 3.860)
H (4.003, -1.804, 4.784)
H (4.056, -0.608, 2.154)
H (4.078, 0.238, 3.705)
H (1.737, 2.075, 3.514)
H (1.703, 1.019, 4.946)
H (-0.551, 0.397, 4.295)
H (-0.677, 1.678, 1.412)
H (-0.467, 1.998, 4.584)

Forces on atoms 1 to 6 (eV/Å):
Sn 0.0962 -0.4428 -0.2965
N -0.1139 0.0227 0.1989
C -0.1190 0.0121 -0.1214
C 0.4514 0.0262 0.0098
N -0.1321 -0.0671 0.2402
C 0.0003 -0.0426 -0.0958

***

This record from the OMol25 dataset describes a single C4H8OS molecule at a distorted geometry. The level of theory is ωB97M-V/def2-TZVPD.

Total charge: 0
SMILES string: C=CSCOC
Energy: -17158.69109 eV
Orbital gap: 9.6 eV
HOMO level: -8.68 eV

Element x y z (Å)
C (-2.794, 0.628, 0.055)
C (-0.800, -0.494, 0.493)
C (1.498, 0.603, -0.145)
C (2.761, 0.928, 0.140)
H (-3.307, 1.186, -0.733)
H (-3.370, -0.298, 0.340)
H (-2.703, 1.277, 0.938)
H (-1.432, -1.276, 0.852)
H (-0.533, 0.119, 1.344)
H (0.792, 1.403, -0.332)
H (2.914, 2.027, 0.263)
H (3.628, 0.334, 0.265)
O (-1.547, 0.259, -0.474)
S (0.775, -1.052, -0.150)

Forces on atoms 1 to 6 (eV/Å):
C -0.5855 -0.5082 0.0782
C -0.1216 1.0591 -0.7016
C 0.5498 -0.8194 0.4682
C -1.1747 2.0306 -0.2051
H -0.0774 -0.2144 0.1934
H 0.2420 0.8808 -0.2384

***

This record from the OMol25 dataset describes C54H43N5O8P2Y as an isolated structure at a distorted geometry. The level of theory is ωB97M-V/def2-TZVPD.

Total charge: +1
Energy: -100138.94857 eV
Orbital gap: 5.3 eV
HOMO level: -8.01 eV

Element x y z (Å)
Y (14.042, 12.836, 10.190)
O (15.896, 13.099, 12.143)
C (15.711, 13.831, 13.337)
C (16.822, 14.376, 13.927)
C (16.741, 15.138, 15.086)
C (15.469, 15.243, 15.708)
C (14.335, 14.655, 15.123)
C (14.414, 13.931, 13.912)
P (13.015, 13.377, 12.967)
C (11.775, 14.706, 13.302)
C (12.227, 16.018, 13.140)
C (11.412, 17.080, 13.285)
C (10.144, 16.853, 13.841)
C (9.653, 15.586, 13.925)
C (10.497, 14.512, 13.809)
C (12.266, 11.852, 13.772)
C (13.176, 10.815, 14.452)
C (12.309, 9.619, 14.776)
C (12.045, 8.796, 13.526)
C (11.043, 9.847, 13.971)
C (11.139, 11.237, 13.428)
C (16.852, 12.060, 12.149)
C (17.095, 11.381, 13.286)
C (17.912, 10.239, 13.205)
C (18.490, 9.927, 11.980)
C (18.302, 10.754, 10.858)
C (17.469, 11.884, 10.948)
P (16.967, 12.780, 9.400)
C (17.798, 14.400, 9.843)
C (18.625, 14.508, 10.965)
C (18.899, 15.742, 11.425)
C (18.539, 16.898, 10.740)
C (17.729, 16.774, 9.607)
C (17.365, 15.495, 9.122)
C (17.911, 12.080, 8.010)
C (19.203, 12.363, 7.553)
C (19.650, 11.715, 6.442)
C (18.940, 10.719, 5.823)
C (17.669, 10.340, 6.287)
C (17.183, 11.139, 7.263)
H (17.789, 14.129, 13.489)
H (17.636, 15.604, 15.468)
H (15.422, 15.825, 16.626)
H (13.425, 14.550, 15.742)
H (13.252, 16.236, 12.782)
H (11.846, 18.050, 13.113)
H (9.493, 17.724, 14.143)
H (8.748, 15.374, 14.389)
H (10.211, 13.504, 13.896)
H (13.678, 11.217, 15.355)
H (12.324, 9.102, 15.718)
H (11.619, 7.790, 13.770)
H (10.115, 9.425, 14.280)
H (10.356, 11.658, 12.791)
H (16.457, 11.654, 14.152)
H (18.013, 9.592, 14.067)
H (19.071, 9.007, 11.896)
H (18.866, 10.386, 10.033)
H (19.059, 13.684, 11.458)
H (19.620, 15.861, 12.223)
H (18.718, 17.875, 11.105)
H (17.367, 17.716, 9.266)
H (16.729, 15.267, 8.252)
H (19.928, 13.084, 8.058)
H (20.647, 11.943, 6.029)
H (19.440, 10.125, 5.054)
H (16.995, 9.698, 5.741)
H (16.169, 10.963, 7.658)
O (13.991, 13.639, 7.947)
C (13.221, 13.178, 7.148)
C (11.802, 12.796, 7.352)
C (11.038, 12.520, 6.190)
C (9.705, 12.202, 6.434)
C (9.107, 12.185, 7.675)
C (9.838, 12.401, 8.836)
C (11.191, 12.679, 8.664)
O (11.953, 12.780, 9.705)
N (8.769, 11.983, 5.282)
O (7.618, 11.984, 5.576)
O (9.170, 11.815, 4.163)
H (13.426, 13.177, 6.025)
H (11.459, 12.475, 5.215)
H (8.084, 11.895, 7.678)
H (9.448, 12.193, 9.809)
N (13.705, 20.438, 10.193)
C (14.128, 19.588, 11.234)
O (14.484, 20.026, 12.308)
C (14.090, 18.112, 11.002)
C (13.174, 17.461, 10.262)
C (13.333, 16.116, 9.998)
N (14.341, 15.398, 10.481)
C (15.202, 15.991, 11.318)
C (15.100, 17.319, 11.572)
H (13.557, 21.421, 10.337)
H (13.299, 19.993, 9.363)
H (12.168, 17.803, 9.920)
H (12.563, 15.617, 9.496)
H (16.047, 15.393, 11.787)
H (15.903, 17.802, 12.228)
C (11.979, 9.284, 8.644)
N (12.601, 9.525, 9.958)
C (12.082, 8.972, 11.106)
C (12.952, 8.910, 12.259)
C (13.734, 10.124, 12.325)
O (14.200, 10.657, 13.480)
N (14.233, 10.636, 11.200)
C (13.770, 10.224, 9.981)
O (14.127, 10.901, 8.954)
H (11.186, 10.034, 8.379)
H (11.490, 8.306, 8.566)
H (12.705, 9.257, 8.003)
H (11.042, 8.604, 11.060)
H (13.637, 7.977, 12.328)

Forces on atoms 1 to 6 (eV/Å):
Y 0.5331 -0.1310 -0.2515
O -0.7132 0.5286 0.4206
C -1.2151 -0.9364 0.2254
C 1.0304 0.0858 0.2609
C -1.6516 -0.4317 -0.2807
C 0.7549 0.2214 -0.6327

***

This record from the OMol25 dataset describes a 2-piece molecular cluster, H2N2O4S overall at a distorted geometry. The level of theory is ωB97M-V/def2-TZVPD.

Total charge: 0
Energy: -22028.97729 eV
Orbital gap (alpha / beta): 7.6 / 7.6 eV
HOMO level (alpha / beta): -9.26 / -9.27 eV

Element x y z (Å)
N (-0.471, -1.626, -2.252)
N (-1.503, -0.026, -1.274)
O (-0.287, -1.354, -3.375)
O (1.063, -0.831, -0.885)
O (-1.621, 0.065, 1.297)
O (0.381, -1.021, 0.285)
S (-1.349, -0.843, -0.008)
H (0.529, -0.143, -1.286)
H (-1.617, 0.985, 1.071)

Forces on atoms 1 to 6 (eV/Å):
N -0.2612 1.3932 -5.5514
N 1.3133 -0.8602 -0.5726
O -0.9029 -1.0681 5.5830
O 1.1808 -0.2657 -0.8759
O -0.1654 -1.0184 0.1422
O -0.2862 -0.2590 1.6383